Entry 1:
Density functional theory data (the ωB97M-V functional and the def2-TZVPD basis) for C41H45NP2Re as an isolated structure.

The geometry in XYZ format:
```
90
C41H45NP2Re the ωB97M-V functional and the def2-TZVPD basis
Re 0.674 -0.133 0.391
C -2.489 0.246 3.889
C -2.846 -0.379 2.756
C -3.267 0.139 1.389
C -2.462 1.247 0.705
C -0.904 1.313 0.709
C -0.303 1.672 1.981
C -1.206 2.338 2.966
C -2.038 1.672 4.061
C 2.586 0.359 0.897
H -2.391 -0.368 4.816
H -2.810 -1.486 2.802
H -4.308 0.551 1.499
H -3.431 -0.729 0.722
H -2.758 1.387 -0.320
H -2.803 2.167 1.145
H -0.581 2.077 -0.002
H 0.626 2.244 1.824
H -1.839 2.956 2.312
H -0.688 3.189 3.405
H -1.519 1.669 5.027
H -2.899 2.338 4.184
H 2.824 -0.194 1.796
H 3.000 1.366 0.967
H 3.074 -0.111 0.054
P -0.446 -1.574 -0.929
P 1.241 0.880 -1.637
C -1.261 -0.174 -1.665
C -0.511 0.914 -2.040
C -0.605 -2.589 -2.681
C -1.402 -2.076 -3.732
C -1.382 -2.624 -5.033
C -0.593 -3.744 -5.302
C 0.008 -4.403 -4.224
C -0.007 -3.839 -2.924
C -1.724 -2.638 -0.079
C -1.107 -3.580 0.750
C -1.772 -4.683 1.267
C -3.073 -4.947 0.823
C -3.736 -3.971 0.082
C -3.046 -2.858 -0.461
C 1.890 1.203 -3.477
C 1.871 0.058 -4.291
C 2.518 0.063 -5.532
C 3.007 1.283 -6.044
C 2.866 2.472 -5.312
C 2.309 2.428 -4.025
C 1.852 2.553 -1.072
C 3.210 2.702 -0.744
C 3.670 3.817 -0.044
C 2.797 4.893 0.182
C 1.490 4.832 -0.332
C 0.998 3.640 -0.911
H -2.332 -0.304 -1.739
H -0.942 1.830 -2.415
H -2.036 -1.204 -3.584
H -1.974 -2.170 -5.839
H -0.462 -4.113 -6.326
H 0.493 -5.365 -4.405
H 0.462 -4.380 -2.100
H -0.057 -3.447 1.023
H -1.253 -5.328 1.955
H -3.490 -5.932 1.036
H -4.800 -4.081 -0.102
H -3.516 -2.173 -1.156
H 1.400 -0.865 -3.959
H 2.652 -0.853 -6.110
H 3.518 1.302 -7.021
H 3.208 3.421 -5.742
H 2.252 3.359 -3.462
H 3.874 1.851 -0.917
H 4.708 3.818 0.319
H 3.148 5.763 0.742
H 0.824 5.698 -0.284
H -0.043 3.552 -1.245
C -0.304 -2.500 3.405
C 0.514 -1.326 3.773
C 1.034 -1.108 5.079
C 1.562 0.179 5.104
C 1.391 0.720 3.807
C 1.785 2.173 3.695
N 0.830 -0.238 2.963
H -1.231 -2.594 4.016
H -0.594 -2.380 2.355
H 0.272 -3.432 3.543
H 0.993 -1.849 5.871
H 2.074 0.724 5.885
H 0.938 2.861 3.924
H 2.345 2.433 2.774
H 2.452 2.397 4.551
```

## Properties
multiplicity	4
relative energy (zero: lowest compared OMol25 entry of this formula, charge and spin)	228.04	kJ/mol
calculated total energy	-2404.1260	Ha
net charge	+2
gap between HOMO and LUMO (alpha / beta)	5.91 / 6.73	eV
largest force on an atom	6.58	eV Å⁻¹


Entry 2:
Density functional theory data (the ωB97M-V functional and the def2-TZVPD basis) for C41H46CuN2O4S2 as an isolated structure.

The geometry in XYZ format:
```
96
C41H46CuN2O4S2 the ωB97M-V functional and the def2-TZVPD basis
Cu 0.478 -0.857 -0.651
C -0.983 -1.385 3.757
C -0.645 0.104 3.780
C 0.696 0.333 4.466
C -0.730 0.720 2.394
C -1.883 0.536 1.626
C -2.037 1.144 0.393
C -1.044 1.978 -0.128
C -1.274 2.743 -1.399
C 0.131 2.110 0.603
C 0.286 1.491 1.843
H -0.848 -1.831 4.744
H -0.327 -1.908 3.066
H -2.010 -1.577 3.444
H -1.415 0.605 4.381
H 1.515 -0.132 3.909
H 0.680 -0.107 5.463
H 0.928 1.394 4.571
H -2.689 -0.080 2.009
H -2.949 0.983 -0.170
H -1.814 3.671 -1.197
H -1.862 2.158 -2.103
H -0.329 3.005 -1.878
H 0.930 2.737 0.222
H 1.219 1.622 2.371
O 3.043 0.035 1.381
C 2.583 -1.085 1.441
N 3.104 -2.141 2.143
C 2.421 -3.392 1.888
C 1.313 -2.869 0.942
O 0.488 -3.547 0.347
N 1.423 -1.530 0.818
C 3.289 -4.411 1.150
C 2.718 -5.596 0.692
C 3.484 -6.528 0.010
C 4.835 -6.296 -0.215
C 5.408 -5.122 0.244
C 4.638 -4.184 0.919
C 1.830 -3.999 3.164
C 2.477 -3.803 4.378
C 1.977 -4.359 5.546
C 0.818 -5.121 5.515
C 0.169 -5.322 4.307
C 0.672 -4.769 3.138
H 3.978 -2.037 2.624
H 1.668 -5.786 0.859
H 3.024 -7.443 -0.339
H 5.433 -7.026 -0.745
H 6.458 -4.923 0.069
H 5.097 -3.253 1.221
H 3.376 -3.203 4.428
H 2.495 -4.193 6.482
H 0.424 -5.552 6.426
H -0.741 -5.907 4.269
H 0.144 -4.911 2.205
C -1.494 0.165 -9.255
C -2.848 0.716 -9.610
O -3.219 0.889 -10.739
S -4.016 1.116 -8.304
C -3.115 0.763 -6.818
C -3.182 -0.504 -6.247
C -2.485 -0.784 -5.084
C -1.715 0.201 -4.463
C -1.662 1.475 -5.033
C -2.360 1.753 -6.195
C -1.005 -0.099 -3.252
C -0.448 -0.358 -2.207
H -1.021 0.719 -8.447
H -0.879 0.187 -10.151
H -1.611 -0.867 -8.917
H -3.782 -1.272 -6.719
H -2.537 -1.768 -4.638
H -1.073 2.244 -4.552
H -2.323 2.743 -6.630
C -0.785 -3.867 -2.582
C 0.386 -3.797 -3.552
C 1.741 -3.756 -2.860
S 2.132 -2.235 -2.006
O 3.328 -2.495 -1.173
C 2.536 -1.113 -3.353
C 3.556 -0.078 -2.877
C 4.997 -0.557 -2.965
H -1.715 -4.049 -3.123
H -0.906 -2.945 -2.018
H -0.652 -4.677 -1.864
H 0.281 -2.946 -4.233
H 0.388 -4.687 -4.185
H 2.583 -3.877 -3.546
H 1.817 -4.509 -2.070
H 1.585 -0.646 -3.616
H 2.895 -1.700 -4.201
H 3.331 0.227 -1.849
H 3.418 0.812 -3.494
H 5.162 -1.426 -2.330
H 5.680 0.231 -2.648
H 5.254 -0.823 -3.994
```

## Properties
multiplicity	2
relative energy (zero: lowest compared OMol25 entry of this formula, charge and spin)	0.00	kJ/mol
calculated total energy	-4437.2482	Ha
net charge	0
gap between HOMO and LUMO (alpha / beta)	8.76 / 6.32	eV
largest force on an atom	0.81	eV Å⁻¹


Entry 3:
Density functional theory data (the ωB97M-V functional and the def2-TZVPD basis) for C41H46FN7O5Ti as an isolated structure.

The geometry in XYZ format:
```
101
C41H46FN7O5Ti the ωB97M-V functional and the def2-TZVPD basis
Ti -2.231 0.449 0.825
C -8.921 1.773 -0.926
C -7.473 1.382 -0.824
C -6.891 0.300 -1.547
C -5.587 -0.215 -1.329
C -5.084 -1.217 -2.250
N -3.791 -1.553 -2.268
C -3.294 -2.461 -3.318
C -2.927 -3.789 -2.671
C -1.465 -4.016 -2.258
N -1.043 -3.314 -1.107
C 0.134 -3.414 -0.498
C 0.250 -3.065 0.839
C 1.231 -3.729 1.668
C 1.135 -3.566 3.000
C 2.004 -4.305 3.944
C 0.301 -2.590 3.581
C -0.517 -1.742 2.768
C -1.248 -0.689 3.396
N -2.241 0.036 2.859
C -2.855 0.986 3.833
C -2.328 2.396 3.716
C -2.524 2.977 2.353
N -3.246 2.103 1.437
C -4.382 2.457 0.917
C -5.194 1.608 0.136
C -6.510 2.119 -0.142
C -4.861 0.260 -0.176
O -4.137 -0.518 0.558
C -0.615 -2.050 1.372
O -1.358 -1.302 0.568
H -9.404 1.357 -0.060
H -9.365 1.248 -1.735
H -9.103 2.809 -0.988
H -7.588 -0.217 -2.286
H -5.739 -1.537 -3.081
H -3.169 -0.864 -1.832
H -2.360 -1.992 -3.766
H -4.030 -2.546 -4.161
H -3.024 -4.528 -3.419
H -3.652 -4.052 -1.852
H -0.843 -3.720 -3.137
H -1.296 -5.115 -2.150
H -1.644 -2.524 -0.793
H 0.962 -3.952 -0.966
H 2.111 -4.226 1.240
H 2.467 -3.646 4.689
H 2.831 -4.815 3.416
H 1.585 -5.181 4.443
H 0.256 -2.484 4.625
H -0.889 -0.399 4.376
H -2.690 0.434 4.779
H -3.967 0.922 3.783
H -1.232 2.319 3.874
H -2.756 3.018 4.529
H -1.617 3.453 1.858
H -3.269 3.833 2.440
H -4.647 3.532 1.162
H -6.607 3.141 0.212
F 3.939 -0.456 2.006
C 3.445 0.388 1.139
C 2.113 0.677 1.121
C 1.588 1.411 0.024
C 0.220 1.643 -0.118
O -0.568 1.357 0.893
C -0.279 2.120 -1.366
C 0.642 2.637 -2.265
N 1.932 2.711 -1.910
C 2.581 3.733 -2.669
C 3.720 4.531 -1.940
C 3.951 3.747 -3.215
C 2.546 1.961 -0.882
C 3.891 1.662 -0.833
C 4.374 0.772 0.121
N 5.628 0.172 -0.059
C 6.714 0.712 0.730
C 8.017 0.097 0.228
N 7.924 -1.352 -0.109
C 6.920 -1.740 -1.118
C 5.587 -1.211 -0.552
C -1.699 2.002 -1.710
O -2.091 2.598 -2.706
O -2.451 1.147 -1.020
H 1.500 0.419 1.946
H 0.357 3.075 -3.210
H 1.870 4.460 -3.109
H 4.082 3.991 -1.068
H 3.670 5.661 -2.050
H 4.601 2.825 -3.185
H 4.078 4.337 -4.136
H 4.544 2.176 -1.533
H 6.400 0.504 1.777
H 6.764 1.796 0.694
H 8.760 0.185 1.074
H 8.387 0.576 -0.699
H 7.640 -1.852 0.777
H 8.827 -1.771 -0.312
H 6.886 -2.831 -1.118
H 7.205 -1.328 -2.145
H 5.232 -1.871 0.275
H 4.900 -1.252 -1.419
```

## Properties
multiplicity	1
calculated total energy	-3297.4970	Ha
net charge	+4
gap between HOMO and LUMO	6.16	eV
largest force on an atom	4.10	eV Å⁻¹


Entry 4:
Density functional theory data (the ωB97M-V functional and the def2-TZVPD basis) for C41H46KN9O as an isolated structure.

The geometry in XYZ format:
```
98
C41H46KN9O the ωB97M-V functional and the def2-TZVPD basis
K 0.318 -1.718 -0.310
C 2.630 -0.445 -4.711
C 1.947 -0.752 -3.405
N 1.339 -1.832 -3.134
C 1.395 -2.930 -4.089
C 0.949 -4.240 -3.420
N 1.490 -4.494 -2.098
C 2.948 -4.572 -1.962
C 3.432 -3.786 -0.751
N 2.913 -4.318 0.507
C 3.440 -3.660 1.704
C 2.655 -2.442 2.266
N 2.272 -1.379 1.378
C 3.273 -0.373 1.141
C 3.488 0.565 2.352
C 2.790 0.426 -0.085
C 2.600 1.804 -0.124
C 2.155 2.390 -1.301
C 1.926 1.606 -2.420
C 2.126 0.237 -2.290
N 2.537 -0.322 -1.158
H 3.614 -0.924 -4.719
H 2.789 0.624 -4.828
H 2.068 -0.822 -5.565
H 2.413 -3.036 -4.479
H 0.748 -2.733 -4.953
H 1.204 -5.074 -4.080
H -0.141 -4.238 -3.330
H 1.168 -3.755 -1.495
H 3.454 -4.156 -2.843
H 3.245 -5.621 -1.873
H 3.197 -2.722 -0.895
H 4.522 -3.862 -0.709
H 1.899 -4.310 0.507
H 4.467 -3.373 1.484
H 3.488 -4.402 2.512
H 3.241 -2.118 3.153
H 1.729 -2.861 2.698
H 3.809 -0.034 3.203
H 2.542 1.046 2.608
H 4.254 1.325 2.175
H 2.798 2.410 0.748
H 1.992 3.460 -1.344
H 1.587 2.039 -3.352
C -11.710 6.072 2.116
O -10.499 6.166 2.843
C -9.463 5.387 2.445
C -9.514 4.497 1.376
C -8.396 3.741 1.060
C -7.220 3.856 1.789
C -7.180 4.762 2.851
C -8.285 5.517 3.180
C -6.066 3.031 1.425
N -5.906 2.411 0.281
C -4.709 1.748 0.396
C -4.137 1.973 1.623
N -5.015 2.805 2.276
C -2.888 1.407 2.027
C -2.256 1.627 3.259
C -1.051 1.023 3.515
C -0.490 0.193 2.535
N -1.078 -0.026 1.374
C -2.250 0.564 1.099
C -2.841 0.316 -0.221
N -2.169 -0.485 -1.070
C -2.677 -0.694 -2.271
C -3.883 -0.138 -2.712
C -4.583 0.672 -1.853
C -4.062 0.914 -0.576
H -12.399 6.767 2.587
H -12.125 5.062 2.165
H -11.568 6.356 1.070
H -10.414 4.381 0.790
H -8.429 3.044 0.233
H -6.268 4.905 3.419
H -8.261 6.224 3.997
H -4.956 3.115 3.230
H -2.712 2.275 3.999
H -0.533 1.178 4.452
H 0.474 -0.301 2.658
H -2.101 -1.337 -2.930
H -4.243 -0.350 -3.710
H -5.522 1.130 -2.133
C 7.052 -1.920 -1.545
C 7.058 -1.695 -0.027
C 8.106 -0.635 0.334
C 7.395 -3.011 0.686
C 5.726 -1.232 0.398
C 4.637 -0.854 0.744
H 8.034 -2.265 -1.878
H 6.811 -0.993 -2.067
H 6.307 -2.669 -1.816
H 9.100 -0.972 0.027
H 8.116 -0.454 1.409
H 7.888 0.308 -0.168
H 8.385 -3.357 0.382
H 6.668 -3.787 0.442
H 7.391 -2.875 1.768
```

## Properties
multiplicity	1
relative energy (zero: lowest compared OMol25 entry of this formula, charge and spin)	25.75	kJ/mol
calculated total energy	-2757.8999	Ha
net charge	0
gap between HOMO and LUMO	5.51	eV
largest force on an atom	0.20	eV Å⁻¹


Entry 5:
Density functional theory data (the ωB97M-V functional and the def2-TZVPD basis) for C41H46N3O9P3Sn as an isolated structure.

The geometry in XYZ format:
```
103
C41H46N3O9P3Sn the ωB97M-V functional and the def2-TZVPD basis
Sn -0.948 -0.484 0.492
C -4.230 -0.980 0.172
N -3.807 0.180 0.965
C -4.172 -0.057 2.355
C -3.600 0.886 3.409
C -2.081 1.079 3.362
N -1.393 -0.141 2.964
C -0.665 -0.718 3.839
C 0.063 -1.968 3.696
C 0.905 -2.346 4.749
C 1.653 -3.505 4.714
C 1.547 -4.323 3.575
C 0.719 -3.989 2.530
C -0.067 -2.798 2.541
O -0.872 -2.525 1.579
C -4.366 1.405 0.396
C -3.493 2.655 0.496
C -2.152 2.511 -0.262
N -1.033 2.051 0.535
C -0.187 3.026 0.952
C 0.828 2.883 1.833
C 1.967 3.771 2.199
C 3.835 2.624 2.793
C 4.088 1.121 2.744
C 3.237 0.191 2.284
C 1.889 0.528 1.603
O 1.190 -0.568 1.174
H -5.323 -1.128 0.225
H -3.733 -1.883 0.534
H -3.938 -0.845 -0.868
H -3.825 -1.065 2.592
H -5.274 -0.061 2.455
H -3.892 0.452 4.372
H -4.069 1.873 3.355
H -1.724 1.442 4.334
H -1.840 1.831 2.611
H -0.557 -0.239 4.823
H 0.976 -1.682 5.608
H 2.307 -3.771 5.535
H 2.131 -5.236 3.520
H 0.640 -4.614 1.648
H -5.370 1.595 0.818
H -4.504 1.219 -0.673
H -3.290 2.946 1.530
H -4.078 3.466 0.043
H -1.905 3.491 -0.699
H -2.329 1.829 -1.108
H -0.326 4.032 0.527
H 1.792 4.847 2.169
H 4.736 3.116 3.166
H 5.040 0.780 3.143
H 3.492 -0.866 2.331
C 2.784 3.115 -4.699
C 1.719 3.409 -3.851
C 1.424 2.565 -2.791
C 2.190 1.419 -2.539
C 3.251 1.139 -3.397
C 3.544 1.978 -4.470
P 1.640 0.398 -1.083
C 2.649 -1.102 -1.383
C 3.897 -1.345 -0.815
C 4.574 -2.529 -1.082
C 4.015 -3.484 -1.924
C 2.772 -3.248 -2.500
C 2.096 -2.066 -2.224
C 2.380 1.307 0.303
C 3.090 2.433 0.263
C 3.312 3.303 1.463
C 2.506 3.145 3.545
C 1.739 1.876 3.700
C 1.218 1.616 2.487
H 3.011 3.765 -5.536
H 1.114 4.290 -4.026
H 0.583 2.781 -2.135
H 3.856 0.255 -3.231
H 4.372 1.739 -5.129
H 4.333 -0.604 -0.153
H 5.539 -2.713 -0.623
H 4.540 -4.410 -2.122
H 2.323 -3.988 -3.154
H 1.121 -1.881 -2.661
H 3.424 2.814 -0.698
H 3.942 4.148 1.185
H 2.699 3.797 4.401
H 2.145 1.101 4.338
C -1.343 -1.090 -4.454
C -2.459 -2.087 -4.202
O -2.700 -2.883 -5.366
P -4.038 -1.216 -3.813
O -5.011 -2.426 -3.473
O -4.625 -0.733 -5.251
O -3.998 -0.071 -2.885
P -2.170 -3.227 -2.761
O -0.709 -3.890 -3.008
O -3.240 -4.255 -3.023
O -2.115 -2.402 -1.526
H -1.550 -0.504 -5.353
H -0.401 -1.622 -4.596
H -1.254 -0.407 -3.606
H -2.989 -3.743 -5.019
H -4.507 -3.236 -3.211
H -4.583 0.231 -5.239
H -0.104 -3.501 -2.361
```

## Properties
multiplicity	1
relative energy (zero: lowest compared OMol25 entry of this formula, charge and spin)	252.14	kJ/mol
calculated total energy	-3669.9146	Ha
net charge	-2
gap between HOMO and LUMO	5.40	eV
largest force on an atom	1.22	eV Å⁻¹